1.
Here is a cluster of 11 separate species, C26H66F2N9O18S2 in total from the OMol25 dataset. Energies are from ωB97M-V/def2-TZVPD.

Computed properties:
total charge: +5
energy above the lowest of the compared OMol25 structures with the same formula, charge and spin: 17.85 kcal per mole

Atoms and positions in Å:
N -1.412 -0.309 0.330
S -0.869 -1.707 -0.007
O -0.049 -2.322 1.034
O -0.712 -2.121 -1.371
F -2.335 -2.395 0.243
S 0.040 0.526 -0.097
O 0.344 0.418 -1.477
O 1.106 0.437 0.859
F -0.571 1.960 0.094
C -4.213 -7.362 -2.306
C -4.469 -6.033 -2.834
O -5.275 -5.228 -2.494
N -3.421 -5.578 -3.860
H -2.547 -6.024 -3.593
H -3.799 -5.808 -4.776
C -2.815 -4.202 -3.679
H -5.087 -7.719 -1.763
H -3.317 -7.448 -1.691
H -4.129 -8.068 -3.137
H -2.370 -3.992 -2.712
H -3.604 -3.571 -4.086
H -2.076 -4.233 -4.481
C 2.221 5.239 4.631
C 2.993 4.677 3.465
O 3.420 5.324 2.553
N 3.319 3.150 3.516
H 4.274 3.040 3.854
H 2.788 2.669 4.237
C 3.150 2.528 2.134
H 2.955 5.494 5.398
H 1.487 4.520 4.992
H 1.766 6.159 4.268
H 2.859 1.506 2.363
H 4.145 2.609 1.707
H 2.351 3.050 1.616
C -1.089 -4.919 2.201
C -1.034 -6.335 2.661
O -0.576 -7.279 2.098
N -1.528 -6.541 4.087
H -2.064 -5.715 4.336
H -2.212 -7.292 3.993
C -0.326 -6.714 5.115
H -2.008 -4.572 1.729
H -0.330 -4.797 1.428
H -0.778 -4.208 2.968
H -0.670 -6.897 6.132
H 0.346 -5.871 4.980
H 0.169 -7.652 4.867
C -3.149 2.519 3.199
C -1.779 1.887 3.240
O -0.735 2.430 3.319
N -1.873 0.334 2.980
H -2.776 -0.074 3.216
H -1.913 0.224 1.947
C -0.814 -0.537 3.637
H -3.050 3.604 3.173
H -3.614 2.323 4.170
H -3.901 2.243 2.461
H 0.142 -0.020 3.690
H -0.705 -1.531 3.214
H -1.108 -0.632 4.683
C -5.507 -1.659 -0.568
C -4.550 -1.135 -1.560
O -4.418 -1.549 -2.678
N -3.624 0.076 -1.285
H -2.881 -0.103 -0.578
H -3.073 0.280 -2.130
C -4.441 1.317 -0.926
H -6.542 -1.655 -0.913
H -5.592 -1.011 0.307
H -5.187 -2.658 -0.278
H -4.761 1.193 0.107
H -5.270 1.424 -1.622
H -3.846 2.226 -1.006
C 4.050 0.209 -2.286
C 4.877 1.325 -2.901
O 5.114 1.419 -4.059
N 5.142 2.603 -2.083
H 5.302 3.395 -2.703
H 4.226 2.819 -1.659
C 6.355 2.454 -1.120
H 3.895 -0.545 -3.054
H 3.092 0.691 -2.071
H 4.483 -0.083 -1.329
H 6.393 3.366 -0.529
H 7.281 2.392 -1.688
H 6.213 1.546 -0.538
C 7.280 -0.941 2.291
C 5.799 -0.991 2.588
O 5.339 -0.328 3.469
N 4.885 -1.750 1.575
H 5.132 -1.820 0.590
H 5.094 -2.692 1.916
C 3.409 -1.503 1.855
H 7.520 -1.733 1.583
H 7.710 -0.954 3.291
H 7.490 0.017 1.813
H 3.143 -1.426 2.906
H 2.813 -2.205 1.277
H 3.151 -0.504 1.504
C -1.446 3.969 -3.266
C -1.754 5.448 -3.323
O -1.547 6.150 -2.386
N -2.601 6.071 -4.449
H -2.385 5.586 -5.318
H -3.599 5.951 -4.296
C -2.327 7.594 -4.631
H -0.823 3.620 -4.094
H -2.350 3.361 -3.246
H -0.763 3.772 -2.444
H -1.307 7.535 -4.999
H -2.521 8.013 -3.648
H -3.115 7.864 -5.331
O 1.141 4.461 -1.063
C 2.067 3.709 -1.668
O 2.601 2.789 -0.969
O 2.458 3.918 -2.827
H 0.919 3.854 -0.346
O -0.399 -0.141 -4.639
C -1.682 0.383 -4.499
O -2.506 0.357 -5.423
O -1.927 0.936 -3.399
H -0.407 0.134 -3.695

Atomic partial charges in e from the Mulliken method, atoms 1 to 6: -0.6050 0.8038 -0.3850 -0.5605 -0.4377 0.0799


2.
Here is a structure of composition C6H10Br2MgNO4S2 from the OMol25 dataset. Energies are from ωB97M-V/def2-TZVPD.

Computed properties:
total charge: +1

Atoms and positions in Å:
C 1.775 3.206 0.736
C 0.332 2.941 0.986
C -0.312 2.141 2.264
S -0.155 0.257 1.988
O 1.296 0.072 1.395
O -0.216 -0.542 3.341
N -1.409 -0.225 0.872
S -1.173 -1.844 0.261
O -0.014 -2.632 0.929
O -2.487 -2.643 0.614
C -1.073 -1.758 -1.608
Br -2.637 -0.597 -2.208
C 0.310 -1.109 -2.203
C 1.691 -1.828 -1.688
Br 0.449 0.895 -1.924
H 2.387 4.131 1.173
H 2.338 2.464 -0.011
H -0.426 3.320 0.152
H 0.104 2.471 3.315
H -1.471 2.398 2.278
H -1.289 -2.846 -2.041
H 0.277 -1.258 -3.383
H 2.610 -1.330 -2.261
H 1.661 -2.988 -1.855
H 1.867 -1.579 -0.544
Mg -4.436 -1.115 -0.578

Atomic partial charges in e from the Mulliken method, atoms 1 to 6: -0.4236 -0.1848 -0.5791 0.8835 -0.5302 -0.6000


3.
Here is the molecule C2H4N2OS2 from the OMol25 dataset. Energies are from ωB97M-V/def2-TZVPD.

Computed properties:
energy above the lowest of the compared OMol25 structures with the same formula, charge and spin: 64.16 kcal per mole
SMILES: O/N=C\SNC=S

Atoms and positions in Å:
O 3.416 -0.043 -0.593
N 2.709 0.953 0.028
C 1.553 0.742 0.495
S 0.749 -0.800 0.289
N -0.761 -0.377 -0.314
C -1.869 -0.144 0.408
S -3.286 0.338 -0.241
H 2.931 -0.876 -0.572
H 1.081 1.592 0.969
H -0.753 -0.275 -1.320
H -1.739 -0.317 1.483

Atomic partial charges in e from the Mulliken method, atoms 1 to 6: -0.2752 -0.2187 0.0197 -0.2170 -0.2142 -0.0391


Max |F|: 7.4; 7.7; 1.3 (eV Å⁻¹)
E_tot: -105348.9342; -183244.7003; -28834.3009 (eV)
Lowest unoccupied orbital energy: -10.702; -8.189; 0.035 (eV)